Below is a structure of composition C3H7I2NS, with properties calculated with ωB97M-V/def2-TZVPD.

```
! wB97M-V def2-TZVPD RIJCOSX def2/J DEFGRID3
* xyz 0 1
S 1.729 -1.183 -1.356
H 1.130 -2.375 -1.168
H 1.996 -0.046 1.325
H -1.189 1.208 1.092
C -0.383 0.356 -0.724
I -0.688 0.479 -2.798
H 0.264 0.001 1.719
N 0.724 -0.277 -0.307
C 1.017 -0.468 1.096
H -1.916 1.788 -0.398
I -2.442 -1.747 0.087
C -0.982 1.476 0.059
H 1.031 -1.537 1.317
H -0.291 2.325 0.055
*
```

Results
- LUMO level (alpha / beta): -0.03399 / -0.03402 hartree
- Orbital gap (alpha / beta): 6.889 / 6.888 eV
- Relative energy (zero: lowest compared OMol25 entry of this formula, charge and spin): 31.71 kJ/mol

And the Mulliken charges, in e, turn out to be: -0.133, 0.190, 0.326, 0.357, 0.253, 0.177, 0.275, -0.067, -0.779, 0.412, -0.485, -1.223, 0.307, 0.391

Below is a structure of composition C31H31AsBrCl3CrIN5O7S, with properties calculated with ωB97M-V/def2-TZVPD.

```
! wB97M-V def2-TZVPD RIJCOSX def2/J DEFGRID3
* xyz -2 5
O 0.810 3.162 -0.466
C 4.145 -3.194 -4.174
H 3.009 0.515 -6.474
O 3.282 1.805 -1.252
H 3.679 1.419 -3.746
C -1.888 -1.278 5.471
H -3.254 -0.993 -2.054
S 0.108 -2.122 0.118
H -3.060 -1.941 8.583
N 2.557 -0.430 0.733
C 1.939 -2.087 -5.429
C 2.060 1.007 -6.292
C -0.721 -4.020 -2.330
C -4.249 -1.844 6.808
O -1.049 1.015 -0.194
Cl -3.127 1.848 -3.515
H 2.032 1.963 -8.209
H 2.255 1.073 4.468
C 1.460 4.104 2.030
N 1.022 2.232 0.529
H 4.995 -3.627 -3.661
H 1.832 -3.917 -6.533
H -2.342 -4.080 0.532
N 0.681 0.490 2.350
C -3.059 -1.775 7.512
I -2.958 -0.955 2.701
C 1.533 1.843 4.181
C 1.144 1.653 2.756
C -3.082 -1.336 4.745
H -0.032 -3.577 -3.046
C 1.226 2.663 1.718
H 1.058 -1.668 -5.897
O 0.554 -0.448 3.185
H 1.134 4.727 1.202
O 0.156 -1.058 -2.965
H -3.429 -2.702 0.257
O 4.787 -1.255 0.666
C 1.103 -0.301 -2.812
O -2.819 -0.379 -0.061
C 2.372 -3.357 -5.778
C 2.661 1.073 -1.988
H 0.038 2.778 -0.920
H 3.814 -4.911 -5.423
H -3.029 -2.440 -3.096
Cl -2.606 3.470 -0.448
C -3.180 1.862 -0.642
C 2.078 -0.004 -3.983
N 1.489 0.357 -1.704
H -1.522 -4.550 -2.848
H -5.180 -2.064 7.312
C 1.401 0.808 -5.079
H -0.180 -4.695 -1.669
H -0.164 3.053 -7.822
C 0.174 1.428 -4.868
H 0.940 4.391 2.943
C 1.508 1.818 -7.271
C -2.295 0.726 -0.271
H 0.673 1.719 4.846
C 3.712 -1.922 -3.826
C -0.388 2.227 -5.854
H 2.531 4.262 2.182
H -1.368 2.651 -5.670
C 0.279 2.431 -7.052
H -1.921 -1.028 -3.223
H -0.399 1.257 -3.964
H 4.218 -1.370 -3.045
N 3.066 0.773 -3.279
Cl -4.867 1.668 -0.437
H 1.971 2.826 4.349
C -2.534 -1.627 -2.560
C -4.252 -1.625 5.435
C 3.480 -3.915 -5.156
C -1.878 -1.493 6.839
Cr 0.752 0.228 0.272
As -1.463 -2.581 -1.272
H -0.940 -1.436 7.378
C -2.826 -3.468 -0.226
C 2.615 -1.349 -4.460
Br -5.930 -1.747 4.552
H -0.972 -1.047 4.939
H -3.446 -4.081 -0.881
C 3.664 -0.837 0.685
*
```

Results
- LUMO level (alpha / beta): 0.13416 / 0.13414 hartree
- Orbital gap (alpha / beta): 6.023 / 6.662 eV
- Relative energy (zero: lowest compared OMol25 entry of this formula, charge and spin): 131.96 kJ/mol

And the Mulliken charges, in e, turn out to be: -0.636, -0.836, 0.401, -0.680, 0.300, -0.206, 0.225, -0.679, 0.337, -0.527, -0.017, 0.046, -1.031, -0.442, -0.092, -0.726, 0.361, 0.290, -2.029, 1.068, 0.407, 0.371, 0.304, 1.150, -0.428, 0.388, -1.673, 0.617, -0.050, 0.108, 0.128, 0.445, -0.747, 0.400, -0.287, 0.153, -0.753, -2.175, -0.786, -0.904, -0.518, 0.303, 0.387, 0.569, -0.178, 0.026, 4.298, 1.452, 0.391, 0.351, -0.606, 0.328, 0.387, 0.296, 0.447, -0.924, 0.116, 0.253, -0.476, -0.899, 0.328, 0.377, -0.374, -0.122, -0.174, 0.401, -0.093, -0.187, 0.438, -0.621, -0.026, -0.369, -0.738, -0.150, 1.700, 0.385, -1.022, -1.051, -0.216, 0.580, 0.392, 0.747

Below is the molecule C12H16BrNO3, with properties calculated with ωB97M-V/def2-TZVPD.

```
! wB97M-V def2-TZVPD RIJCOSX def2/J DEFGRID3
* xyz 0 1
C 1.380 2.536 0.042
H -5.295 0.639 -1.042
H 2.778 -0.513 0.011
H 1.969 -2.413 1.006
C 0.062 2.142 0.153
C -3.806 -0.368 0.152
H 1.607 3.586 -0.045
C 1.245 -2.506 0.186
H -4.315 -1.334 0.141
H -3.717 1.424 -1.041
C 0.517 -3.838 0.273
H -4.082 0.157 1.067
N 4.212 3.088 0.200
H -1.975 -1.062 -0.774
H 1.232 -4.651 0.202
C -2.302 -0.621 0.174
H -0.203 -3.924 -0.537
C 3.816 1.839 -0.143
C -4.223 0.462 -1.056
H -3.969 -0.052 -1.981
C 0.662 -0.182 0.188
H 5.194 3.302 0.145
O -1.672 0.634 0.369
Br -1.309 3.450 0.197
H 3.599 3.751 0.636
O 4.602 1.004 -0.541
C -0.344 0.809 0.235
H -0.014 -3.912 1.218
O 0.269 -1.483 0.283
H -2.040 -1.304 0.990
C 2.359 1.554 -0.002
C 1.984 0.213 0.061
H 1.781 -2.425 -0.769
*
```

Results
- LUMO level: 0.02711 hartree
- Orbital gap: 9.201 eV

And the Mulliken charges, in e, turn out to be: -0.957, 0.357, 0.556, 0.392, -0.422, -0.542, 0.333, -0.386, 0.375, 0.224, -1.420, 0.277, -0.359, 0.375, 0.434, -0.461, 0.315, 0.365, -1.063, 0.299, 1.127, 0.229, -0.335, -0.182, 0.165, -0.640, 0.347, 0.315, -0.236, 0.273, 0.168, -0.328, 0.407

Below is a structure of composition C8H14N3, with properties calculated with ωB97M-V/def2-TZVPD.

```
! wB97M-V def2-TZVPD RIJCOSX def2/J DEFGRID3
* xyz 1 1
H -1.925 1.702 1.257
C 1.838 1.734 -0.276
H -1.519 -0.524 -1.972
H -3.357 0.563 1.551
H -3.123 -1.388 -1.398
H 3.177 1.079 1.476
H -4.206 1.286 0.342
H 4.318 0.077 -0.530
C 1.211 -1.073 -0.352
C -2.305 -0.655 -1.190
C -3.758 0.336 0.539
H 2.404 2.444 -0.927
C -2.501 0.196 -0.223
N 3.540 -0.486 -0.717
H 3.542 -1.182 -1.539
N -0.399 1.255 -0.299
H -4.516 -0.461 0.466
C -1.514 1.208 0.301
H 0.213 -0.503 -0.662
C 2.383 -0.206 -0.108
C 2.272 0.813 0.839
H 1.494 0.726 1.524
H 1.065 -1.595 0.515
N 0.580 1.966 -0.614
H 1.497 -1.795 -1.145
*
```

Results
- LUMO level: -0.15004 hartree
- Orbital gap: 8.313 eV
- Relative energy (zero: lowest compared OMol25 entry of this formula, charge and spin): 531.92 kJ/mol

And the Mulliken charges, in e, turn out to be: 0.248, -0.177, 0.326, 0.288, 0.290, 0.365, 0.379, 0.223, -1.015, -0.788, -1.435, 0.440, 0.986, -0.401, 0.286, 0.337, 0.378, -0.127, -0.080, 0.855, -0.648, 0.271, 0.367, -0.844, 0.474